1.
Density functional theory data (the ωB97M-V functional and the def2-TZVPD basis) for C23H21N6O2PdS as an isolated structure.

energy relative to the best compared isomer or geometry (same formula, charge and spin)	0.613	eV
E_LUMO	-4.0	eV
gap between HOMO and LUMO	6.9	eV
largest force on an atom	0.68	eV/Å

```
! RIJCOSX wB97M-V def2-TZVPD def2/J DEFGRID3
* xyz 1 1
H -3.003 5.903 0.892
Pd -1.107 1.800 -0.511
H 0.367 -2.981 5.627
C 4.107 -1.596 1.146
O 1.842 3.285 0.979
C 1.690 2.087 0.952
C -2.498 -2.009 -3.507
H 3.392 1.327 1.842
C -3.568 1.299 -2.050
C 1.056 -1.092 4.882
H 4.020 -1.633 -2.707
H 5.894 -2.707 -1.505
H -2.921 -2.907 -3.936
C 3.048 -0.992 0.475
N -3.491 5.246 0.306
C 1.996 -0.241 1.280
H 1.007 -0.602 5.846
C 0.766 -3.046 3.519
C -2.756 0.149 -2.520
H 0.488 -4.086 3.417
H -0.449 -2.632 -3.716
C 0.697 -2.425 4.760
H 4.124 -1.601 2.230
H 5.947 -2.674 0.968
H -5.017 2.332 -3.225
C 1.199 -2.339 2.409
H 1.256 -2.826 1.444
N -2.953 2.110 -1.270
H 2.213 -0.531 -1.442
H 0.422 -0.547 -2.676
H 1.758 0.663 3.867
C 5.128 -2.208 0.436
C -4.978 1.527 -2.485
C 5.099 -2.227 -0.952
C 4.046 -1.626 -1.625
H -4.501 3.465 -1.134
H -5.401 0.645 -2.951
C -0.640 -0.699 -2.803
N -1.423 0.278 -2.379
C -3.327 -0.984 -3.076
O -0.142 -0.665 0.054
N -3.574 3.242 -0.799
C 1.564 -1.001 2.531
C 3.027 -1.010 -0.912
H -5.618 1.790 -1.640
H -4.431 5.470 0.027
C 0.725 0.087 0.477
N 0.647 1.419 0.307
C -1.131 -1.863 -3.384
S -1.259 3.847 0.415
H -4.398 -1.090 -3.165
N 2.447 1.123 1.563
C 1.484 -0.378 3.769
C -2.870 4.125 -0.052
*
```

---

2.
Density functional theory data (the ωB97M-V functional and the def2-TZVPD basis) for C23H22BaGeN2O3 as an isolated structure.

energy relative to the best compared isomer or geometry (same formula, charge and spin)	0.726	eV
E_LUMO	4.4	eV
gap between HOMO and LUMO	3.9	eV
largest force on an atom	3.67	eV/Å

```
! RIJCOSX wB97M-V def2-TZVPD def2/J DEFGRID3
* xyz -2 1
H -3.717 -4.390 -0.490
H 1.350 -1.795 3.726
H 0.063 -3.211 1.147
O -1.965 0.664 -4.013
H 2.583 0.444 2.624
O -3.827 1.295 -5.126
C -2.706 1.513 -4.700
H 1.037 3.931 -2.703
C 2.059 -1.618 0.013
H 2.115 2.138 -4.725
C 4.420 -1.421 0.468
H 2.958 2.457 -3.362
H -4.422 -2.012 -0.538
C 1.719 -0.761 1.069
C 0.399 -1.299 5.578
O 0.380 3.882 -5.895
C -1.217 0.366 4.066
C -0.223 -0.360 3.404
H 5.450 -1.670 0.240
C -0.919 -2.936 0.771
N 2.027 2.430 -3.758
C 3.380 -1.952 -0.286
C -1.288 -1.587 0.751
C 0.574 -1.196 4.196
C 2.791 -0.238 1.804
C 1.370 3.754 -3.728
C -1.413 0.268 5.441
C -2.572 -1.282 0.275
C -3.438 -2.280 -0.166
Ge -0.152 -0.056 1.358
H 4.917 -0.121 2.107
H -1.817 1.044 3.459
H 1.043 -1.955 6.158
C -0.796 1.499 0.654
H 3.594 -2.622 -1.113
C -2.079 2.919 -4.937
H -0.064 2.293 0.918
H -1.458 -4.978 0.359
C 0.183 3.659 -4.683
H 1.271 -2.037 -0.606
H -2.891 3.631 -4.769
H -0.745 -0.638 7.281
N -0.928 3.230 -4.082
C -0.600 -0.565 6.208
H -2.856 -0.231 0.258
H 2.012 4.584 -4.033
H -1.829 2.980 -6.000
H -2.199 0.850 5.914
C -1.779 -3.942 0.333
C -3.045 -3.614 -0.140
Ba -0.868 1.488 -2.243
C 4.117 -0.555 1.515
*
```

---

3.
Density functional theory data (the ωB97M-V functional and the def2-TZVPD basis) for C23H22Br2N3OPPd as an isolated structure.

energy relative to the best compared isomer or geometry (same formula, charge and spin)	2.442	eV
<S²>	0.757
E_LUMO (spin up / spin down)	-3.7 / -3.8	eV
gap between HOMO and LUMO (spin up / spin down)	7.2 / 7.5	eV
largest force on an atom	2.10	eV/Å

```
! RIJCOSX wB97M-V def2-TZVPD def2/J DEFGRID3
* xyz 1 2
C 2.761 -3.353 0.903
C -0.501 3.824 0.383
C -2.717 -3.116 4.029
C -6.164 -1.888 -1.035
C 5.162 -0.161 -1.809
O 1.702 -0.285 -1.039
C -1.488 -0.759 3.228
H -4.468 -0.771 1.676
C 0.860 -4.062 -0.365
H -0.734 4.552 1.143
C -3.569 -1.536 -0.124
H -3.093 -3.454 1.950
H 0.364 -4.738 -1.049
C -5.935 -1.379 0.238
C 2.182 -4.228 -0.013
H 2.776 0.546 1.067
H 5.785 -0.400 -2.659
H 3.782 -3.477 1.234
C -1.553 -1.087 4.575
P -1.879 -1.329 0.475
N 0.720 -2.113 1.013
H -7.178 -2.038 -1.382
C -5.098 -2.196 -1.864
H 2.382 -1.630 2.123
H -0.612 4.037 -0.667
C -2.033 -1.610 2.274
H -6.769 -1.126 0.879
C -2.653 -2.789 2.684
C -4.643 -1.186 0.693
H -2.971 -2.232 -2.078
C -3.799 -2.015 -1.412
H 3.310 -0.745 -2.791
N -1.189 -2.784 -0.048
H -2.202 -2.527 6.026
C -2.161 -2.267 4.976
C 5.704 0.337 -0.633
C 3.492 0.372 0.279
Br 0.878 2.649 0.811
C 4.846 0.594 0.422
H -5.274 -2.567 -2.865
C 0.162 -2.996 0.195
H -1.038 0.179 2.934
H 6.766 0.514 -0.542
Pd -0.122 0.115 0.496
H -3.200 -4.035 4.336
Br -2.340 1.242 0.452
N 2.977 -0.088 -0.880
H -1.631 -3.342 -0.761
C 3.805 -0.364 -1.912
H -1.129 -0.416 5.311
C 1.990 -2.319 1.385
H 2.758 -5.039 -0.439
H 5.211 0.962 1.370
*
```

---

4.
Density functional theory data (the ωB97M-V functional and the def2-TZVPD basis) for C23H22Br4InN5O4S2 as an isolated structure.

energy relative to the best compared isomer or geometry (same formula, charge and spin)	0.776	eV
E_LUMO	3.8	eV
gap between HOMO and LUMO	4.1	eV
largest force on an atom	0.62	eV/Å

```
! RIJCOSX wB97M-V def2-TZVPD def2/J DEFGRID3
* xyz -2 1
H -0.114 1.099 -1.386
C -3.926 2.256 -0.661
C 1.705 0.836 -2.247
C 0.059 2.151 2.512
H -3.835 -1.502 0.198
H 0.084 -4.043 -5.074
N 0.697 1.604 -1.712
C 3.884 1.930 -1.429
N -1.260 2.665 2.829
C 2.540 1.731 0.685
C 3.042 1.071 -2.264
O -1.507 -2.549 0.742
H -3.937 3.320 -0.866
O 0.790 -1.818 -0.419
H 3.594 0.440 -2.951
C -0.374 -4.141 2.099
Br -2.040 -4.630 2.851
C 1.311 -0.358 -3.016
H 0.073 3.460 -1.027
H -0.216 0.025 2.673
C 1.287 2.599 0.498
C 0.826 -2.743 0.520
C -5.040 1.644 -0.107
H 4.448 2.820 0.357
C -3.855 -0.452 -0.071
C 0.830 -4.751 2.486
C 2.002 -3.358 0.913
C 3.701 2.204 -0.136
H 2.272 0.703 0.415
H -1.246 -4.773 -4.300
H 4.798 2.288 -1.896
H 1.771 3.345 -1.475
H -1.628 3.128 2.005
H 0.808 2.901 2.800
C -5.003 0.289 0.186
C -2.723 0.151 -0.628
O 0.137 2.013 1.073
S -2.130 -2.928 -2.564
H 2.083 -0.785 -3.651
H 1.439 3.580 0.968
C 2.020 -4.360 1.898
C 0.303 0.825 3.206
H -5.926 2.226 0.114
In -1.136 -1.245 -0.934
N -0.811 -3.924 -4.623
H 2.815 1.729 1.739
H -1.921 2.026 -1.330
H -5.864 -0.193 0.634
H 1.363 0.576 3.280
C 0.960 2.827 -0.967
S -1.204 3.803 4.144
N 0.191 -0.965 -2.961
Br 3.581 -2.765 0.048
Br 0.812 -6.090 3.826
H -0.108 0.903 4.213
C -0.812 -2.899 -3.691
C -2.780 1.513 -0.917
C -0.415 -3.142 1.129
Br 3.662 -5.164 2.391
N 0.183 -2.075 -3.809
O -0.260 4.968 3.678
*
```

---

5.
Density functional theory data (the ωB97M-V functional and the def2-TZVPD basis) for a 3-piece molecular cluster, C23H22BrIN4O9P overall.

E_LUMO	-3.3	eV
gap between HOMO and LUMO	7.5	eV
largest force on an atom	1.28	eV/Å

```
! RIJCOSX wB97M-V def2-TZVPD def2/J DEFGRID3
* xyz 1 1
O -5.648 1.368 0.086
C -0.898 -1.086 2.927
C 4.286 1.358 3.521
H 3.507 -2.759 0.989
C 3.709 2.305 4.313
C -1.734 -1.186 -9.222
H 5.503 -1.037 1.962
C -4.732 0.943 -0.588
O 1.380 4.241 5.276
H -4.000 0.529 -3.977
C -2.705 -0.751 -8.408
O -1.732 -0.372 -2.997
C -3.495 0.416 -0.022
O -1.368 -0.514 -0.410
H 3.514 -1.742 3.245
C 4.542 -1.052 1.469
N 4.436 -2.381 0.832
C 0.269 -0.358 2.816
C 1.912 2.416 7.180
H 4.480 -0.266 0.726
C -2.531 -0.017 -0.840
H 1.320 4.738 6.100
C 0.986 -0.068 3.971
O 0.793 -2.229 -6.717
I 4.585 4.034 5.006
H 0.985 -0.388 6.095
C -1.326 -1.294 -6.345
P 1.121 2.663 5.556
H 2.902 2.865 7.236
H 5.041 -3.015 1.339
O -3.477 -0.341 -6.241
C -4.884 0.958 -2.085
O -3.862 -0.276 -8.851
O -6.040 1.428 -2.527
H 0.597 -0.018 1.848
H 2.023 1.353 7.369
C -0.723 -1.248 5.148
C 0.469 -0.548 5.164
H -1.432 -1.315 2.017
H 2.510 -1.042 2.030
N 3.363 0.358 3.277
N -1.435 -1.535 4.061
N 2.405 1.866 4.560
C -0.496 -1.695 -8.656
C 3.460 -0.924 2.533
H 1.290 2.829 7.968
H -1.830 -1.177 -10.298
H -1.121 -1.595 6.090
C -0.356 -1.733 -7.157
H -3.403 0.395 1.055
H -1.241 -1.313 -5.267
C 2.236 0.698 3.920
C -2.553 -0.768 -6.912
H -6.561 1.674 -1.740
O 0.441 -2.097 -9.318
H 1.306 -2.465 -7.514
H -0.870 -0.742 -1.221
Br 6.047 1.397 2.919
H -4.378 -0.031 -8.059
C -2.674 0.023 -2.334
C -3.910 0.524 -2.898
*
```

---

Question: The lowest largest force on an atom belongs to which entry?
Answer: C23H22Br4InN5O4S2

---

Question: Which of these has the highest largest force on an atom?
Answer: C23H22BaGeN2O3

---

Question: Which formula does entry 2 have?
Answer: C23H22BaGeN2O3

---

Question: Which value of largest force on an atom does entry 4 give?
Answer: 0.62 eV/Å